(1)
24
Properties=species:S:1:pos:R:3:mulliken_charge:R:1 method="wB97M-V/def2-TZVPD" e_homo_ev=-8.84 charge=0 gap_ev=9.48 relative_energy_kcal_mol=73.6 total_energy_ev=-9458.8846
H 1.85240 -0.09997 0.76520 0.18
N 1.72694 -0.87148 0.04360 -0.71
C 2.12243 0.10796 -0.72694 0.33
C 3.38858 0.88474 -0.49816 -1.14
H 1.49551 0.47161 -1.55204 0.27
H 4.12041 0.77988 -1.29927 0.32
H 3.22455 1.94377 -0.31541 0.31
H 3.84167 0.49645 0.41108 0.40
C -0.89467 1.37343 1.43889 -1.19
C -1.28061 -0.10622 1.37637 -0.02
C -2.29020 -0.54869 0.33386 -0.76
C -1.73232 -0.68743 -1.07449 -0.34
N -0.98113 -1.94472 -1.23183 -0.71
H -1.75904 2.04853 1.36549 0.37
H -0.43049 1.62530 2.38711 0.32
H -0.28949 1.64899 0.57782 0.26
H -0.32852 -0.58014 1.09117 -0.05
H -1.39584 -0.56390 2.36032 0.37
H -2.70675 -1.50116 0.63192 0.33
H -3.10257 0.18158 0.24185 0.34
H -2.57262 -0.81443 -1.75721 0.42
H -1.16653 0.16226 -1.44709 0.17
H -0.83056 -2.15602 -2.21241 0.24
H -0.01114 -1.85034 -0.90981 0.29

---

(2)
59
Properties=species:S:1:pos:R:3:mulliken_charge:R:1 method="wB97M-V/def2-TZVPD" e_homo_ev=-13.86 charge=+2 gap_ev=6.52 relative_energy_kcal_mol=9.7 total_energy_ev=-96137.9038
Ti 0.57527 -0.34984 0.31751 -0.14
C -0.46748 -2.82207 -3.15961 -1.23
C -1.62843 -2.22551 -2.42142 0.72
N -2.82385 -2.23564 -2.99221 -0.59
C -3.87503 -1.70874 -2.36028 -0.98
C -3.81592 -1.12075 -1.11072 0.52
C -5.05909 -0.52864 -0.48693 -0.84
O -5.25277 -0.95268 0.85561 -0.52
C -2.55616 -1.06633 -0.49534 -0.36
C -2.39137 -0.53005 0.84450 -0.26
N -1.25507 -0.18246 1.35632 0.84
C -1.20832 0.07476 2.77426 0.03
C -1.91177 1.12404 3.34634 -0.29
C -1.85730 1.32207 4.71688 -0.90
C -1.09181 0.47939 5.51321 -0.64
C -0.39995 -0.58151 4.94802 -0.54
C -0.46557 -0.78329 3.57894 0.30
I 0.41438 -2.47993 2.72109 0.13
C -1.46942 -1.63615 -1.16668 0.63
O -0.24006 -1.63076 -0.59142 -0.32
H -0.82992 -3.60502 -3.82125 0.45
H 0.27979 -3.23015 -2.48164 0.36
H 0.01506 -2.06095 -3.77959 0.19
H -4.82222 -1.76348 -2.88634 0.39
H -5.92010 -0.76938 -1.11053 0.46
H -4.98097 0.55928 -0.46342 0.28
H -5.79977 -1.74447 0.87154 0.31
H -3.28090 -0.49662 1.47003 0.98
H -2.50810 1.77118 2.71375 0.58
H -2.41857 2.13038 5.16623 0.46
H -1.04577 0.63461 6.58288 0.44
H 0.16913 -1.25668 5.57313 0.45
S -0.32333 1.42754 -1.21044 -0.34
C 1.06722 0.85995 -2.05885 0.28
N 1.79811 0.02164 -1.36071 0.75
C 2.86900 -0.50759 -2.09125 -0.54
C 3.80675 -1.43527 -1.65351 -0.45
C 4.79184 -1.82606 -2.53964 -0.86
C 4.84940 -1.30344 -3.83515 -0.54
C 3.92127 -0.37759 -4.27447 -0.59
C 2.92631 0.01043 -3.38498 1.12
S 1.61367 1.13726 -3.65319 -0.16
H 3.76535 -1.83472 -0.64888 0.48
H 5.53248 -2.54953 -2.22679 0.43
H 5.63153 -1.63013 -4.50677 0.42
H 3.96598 0.02343 -5.27844 0.43
N -0.45105 3.19043 1.55512 -0.36
N 0.78138 3.71603 1.16943 -0.35
C 1.85694 2.95595 1.01659 0.66
N 3.00138 3.54031 0.71164 -0.36
N 1.67472 1.60208 1.20628 -0.11
N 2.72929 0.78661 1.18626 1.20
O 3.88901 1.03942 1.04524 -0.68
O 2.32087 -0.43184 1.30946 -0.51
H -1.13816 3.40111 0.84050 0.27
H -0.72962 3.60147 2.43923 0.33
H 0.87176 4.70794 0.99213 0.17
H 3.05881 4.54408 0.63022 0.20
H 3.84112 2.99590 0.59808 0.18

---

(3)
11
Properties=species:S:1:pos:R:3:mulliken_charge:R:1 method="wB97M-V/def2-TZVPD" e_homo_ev=-17.04 charge=+1 gap_ev=7.57 relative_energy_kcal_mol=148.6 total_energy_ev=-5155.0233
C -1.79691 0.02216 0.01879 -0.65
N -0.47839 -0.35759 0.05673 0.02
C 0.44174 0.63934 0.01964 0.03
N 1.66151 0.24591 0.02657 -0.14
H 2.02696 -3.15580 0.07035 0.05
H -2.45204 -0.80778 0.28981 0.31
H -2.04024 0.16632 -1.05929 0.41
H 0.13818 1.68188 -0.10019 0.33
H 1.60370 -3.05808 -0.53393 -0.05
H -2.06072 0.96734 0.49716 0.36
H 2.34685 1.00668 -0.04162 0.33

---

(4)
70
Properties=species:S:1:pos:R:3:mulliken_charge:R:1 method="wB97M-V/def2-TZVPD" e_homo_ev=-8.41 charge=0 gap_ev=7.12 smiles="NCCCCCC1=C(CCCI)C(=O)C(CC(=O)I)=C(P(O)Cl)C1=O.O=C1CCCO1.O=C1CCCO1" total_energy_ev=-81306.0271
N -4.81486 1.34351 1.26191 -0.66
C -3.58082 0.63139 1.71618 -0.71
C -2.75836 0.13567 0.49885 -0.01
C -1.60517 -0.77679 1.05524 -0.65
C -0.97323 -1.69639 -0.02813 -0.90
C 0.26865 -1.04351 -0.73426 -0.41
C 1.30793 -0.62435 0.29819 0.19
C 1.87761 0.58045 0.32076 0.42
C 1.62387 1.69222 -0.68482 -0.90
C 0.86978 2.91154 -0.07323 0.13
C 1.78019 4.03020 0.49311 -1.00
I 3.15783 4.87343 -0.92541 0.00
C 2.85634 0.86476 1.43146 0.48
O 3.68219 1.72487 1.39277 -0.53
C 2.76434 0.02978 2.71612 -0.31
C 3.32866 0.68534 3.97195 -1.34
C 2.40899 1.86111 4.39747 0.16
O 1.29306 1.67504 4.64896 -0.42
I 3.36229 3.80633 4.51585 0.00
C 2.21493 -1.18032 2.71673 1.28
P 2.06764 -2.19153 4.28222 0.23
O 3.62392 -2.36699 4.87854 -0.51
Cl 1.48372 -4.12843 3.80391 -0.23
C 1.70241 -1.66683 1.36102 -0.08
O 1.62207 -2.81982 1.08413 -0.52
H -5.63180 0.82852 1.57804 0.26
H -4.86327 1.38371 0.23393 0.47
H -3.85904 -0.19853 2.38649 0.38
H -2.99516 1.38048 2.28166 0.19
H -3.35187 -0.46766 -0.19962 0.41
H -2.26113 1.00666 0.04667 -0.16
H -0.88237 -0.15368 1.61145 0.25
H -2.08482 -1.44217 1.80172 0.40
H -1.73022 -1.80450 -0.82758 0.58
H -0.75486 -2.68481 0.39663 0.47
H 0.72038 -1.85051 -1.34025 -0.10
H -0.13175 -0.22457 -1.33958 0.36
H 1.04489 1.36934 -1.56042 0.35
H 2.61170 1.98821 -1.08744 0.53
H 0.21807 3.37027 -0.83795 -0.22
H 0.19647 2.61531 0.75600 0.30
H 2.30925 3.71097 1.40044 0.11
H 1.11603 4.85455 0.80317 0.57
H 3.39384 0.00527 4.83463 0.44
H 4.35966 1.01383 3.76175 0.48
H 4.18397 -2.67736 4.14393 0.37
O -4.33556 1.62802 -1.38807 -0.69
C -3.86531 2.59216 -1.92484 0.42
C -4.56235 3.50350 -2.90902 -0.55
C -3.39546 4.26404 -3.52490 -0.54
C -2.38425 4.26807 -2.39305 -0.45
O -2.60942 3.03755 -1.68293 -0.20
H -5.23765 4.16342 -2.36154 0.28
H -5.11056 2.92832 -3.65087 0.32
H -3.65360 5.26242 -3.87458 0.34
H -2.99943 3.70303 -4.37396 0.29
H -2.53605 5.10007 -1.70158 0.26
H -1.35803 4.29543 -2.75610 0.33
O 1.93353 -3.59500 -4.42004 -0.59
C 1.74955 -4.38051 -3.53666 0.55
C 2.73255 -5.41521 -3.03113 -0.42
C 1.84102 -6.33819 -2.21111 -0.58
C 0.74375 -5.39265 -1.75257 -0.02
O 0.60811 -4.43064 -2.80333 -0.36
H 3.47773 -4.91563 -2.40962 0.25
H 3.21160 -5.93493 -3.85697 0.30
H 2.35702 -6.83339 -1.38975 0.33
H 1.41686 -7.11146 -2.85546 0.30
H 1.00639 -4.86245 -0.83303 -0.06
H -0.20239 -5.91002 -1.60210 0.34

---

(5)
27
Properties=species:S:1:pos:R:3:mulliken_charge:R:1 method="wB97M-V/def2-TZVPD" e_homo_ev=-8.54 charge=0 gap_ev=9.44 relative_energy_kcal_mol=24.4 smiles=Cc1ccc(O)cc1.CCC total_energy_ev=-12676.6686
C -1.80272 1.48644 0.67162 -1.60
C -1.49108 0.63831 -0.53067 0.61
C -1.87271 -0.70588 -0.57916 -0.66
C -1.39019 -1.49742 -1.60765 -0.26
C -0.64376 -0.97070 -2.65537 0.48
O -0.04384 -1.78603 -3.58919 -0.55
C -0.39571 0.38922 -2.68472 -0.44
C -0.88976 1.18343 -1.65352 -0.47
H -2.36417 1.01184 1.46691 0.36
H -2.32518 2.40813 0.38770 0.42
H -0.85494 1.86533 1.02122 0.35
H -2.55643 -1.07708 0.16966 0.37
H -1.69809 -2.54011 -1.64028 0.29
H -0.66518 -2.45499 -3.89229 0.31
H 0.07858 0.85919 -3.53333 0.44
H -0.72936 2.25340 -1.70504 0.36
C 2.26379 -0.35786 0.68527 -0.68
C 2.26632 0.21109 2.11185 -0.33
C 0.94763 -0.11883 2.83156 -0.88
H 1.23276 -0.43258 0.35392 -0.03
H 2.76744 -1.31445 0.58010 0.34
H 2.83431 0.29534 0.03127 0.32
H 3.08735 -0.09040 2.76923 0.33
H 2.38215 1.28998 2.03120 0.24
H 0.87799 -1.20198 2.89010 0.30
H 0.84619 0.34238 3.81553 0.37
H 0.13863 0.31421 2.25406 0.01

---

(6)
8
Properties=species:S:1:pos:R:3:mulliken_charge:R:1 method="wB97M-V/def2-TZVPD" e_homo_ev="-8.32 / -8.86" charge=0 gap_ev="8.52 / 9.01" relative_energy_kcal_mol=63.7 total_energy_ev=-12735.3378
C -0.46940 1.23649 0.24788 -0.54
N 0.90558 -1.34786 -0.08664 -0.26
O 1.21919 -0.14081 0.21153 -0.33
I -1.78140 -0.12501 -0.60749 0.05
H 0.04884 1.96161 -0.47127 0.25
H -0.76494 1.61947 1.27374 0.30
H 0.77085 -1.50763 -1.10724 0.27
H 0.07127 -1.69625 0.53948 0.26

---

(7)
27
Properties=species:S:1:pos:R:3:mulliken_charge:R:1 method="wB97M-V/def2-TZVPD" e_homo_ev=-4.22 charge=-1 gap_ev=7.60 relative_energy_kcal_mol=0.0 total_energy_ev=-22849.1954
C -0.08168 -0.86166 -2.11217 -1.46
C 2.07444 -0.64855 -0.85206 -2.01
C -1.04885 1.60143 -0.45884 -1.35
C 1.26742 2.15037 -1.12001 -1.09
C 0.59949 -0.25626 -0.88057 1.74
C 0.35028 1.23310 -0.85066 0.55
N -0.98961 -0.13219 3.89122 -0.68
N -1.99423 -0.93251 1.64837 -0.68
O 0.33000 -1.98195 2.58901 -0.58
O -1.82967 -2.64115 3.77571 -0.76
P -1.30224 -1.52062 2.94180 0.82
H 0.28333 -0.38345 -3.02298 0.32
H 0.12672 -1.92900 -2.17208 0.39
H -1.15676 -0.72919 -2.05353 0.40
H 2.58436 -0.35822 -1.77081 0.37
H 2.15844 -1.72766 -0.74051 0.46
H 2.57368 -0.18285 -0.00605 0.43
H -1.10128 2.63140 -0.10959 0.40
H -1.40849 0.92750 0.32320 0.19
H -1.71761 1.50079 -1.31478 0.29
H 0.37764 -2.85600 2.96951 0.26
H 1.03971 3.20427 -1.06517 0.33
H 2.27925 1.90911 -1.39585 0.26
H 0.12147 -0.67837 0.01210 -0.26
H -0.25705 -0.32402 4.56345 0.24
H -0.68815 0.58655 3.24862 0.25
H -2.57930 -1.64543 1.23470 0.14

---

(8)
91
Properties=species:S:1:pos:R:3:mulliken_spin:R:1 method="wB97M-V/def2-TZVPD" e_homo_ev="-3.22 / -3.22" charge=-1 gap_ev="5.54 / 5.54" relative_energy_kcal_mol=29.0 total_energy_ev=-107903.1487 multiplicity=6
Sm -0.00588 -0.61066 1.20923 5.02
O -2.52342 -3.80988 0.55995 0.00
S -1.87187 -2.64494 0.03850 0.00
O -2.09519 -1.36024 0.74808 -0.01
N -0.30343 -2.70283 0.00686 0.01
C 0.40130 -3.85976 -0.37993 0.00
C -0.13502 -4.99755 -0.92583 0.00
C 0.67550 -6.09269 -1.31009 0.00
C 2.02141 -6.07149 -1.12871 0.00
C 2.61261 -4.93154 -0.52788 0.00
C 3.99649 -4.86434 -0.24248 0.00
C 4.50465 -3.77803 0.39442 0.00
C 3.62544 -2.72581 0.73803 0.00
N 2.35030 -2.73060 0.45344 0.00
C 1.81977 -3.82794 -0.16290 0.00
C -2.56699 -2.35994 -1.55914 0.00
C -2.93670 -3.43912 -2.35439 0.00
C -3.47137 -3.20613 -3.61377 0.00
C -3.65319 -1.90573 -4.06426 0.00
C -3.31464 -0.83342 -3.25006 0.00
C -2.77275 -1.05247 -1.99291 0.00
H -1.20337 -5.08974 -1.03814 0.00
H 0.20067 -6.96379 -1.74501 0.00
H 2.64751 -6.90980 -1.41112 0.00
H 4.63061 -5.69827 -0.52435 0.00
H 5.55430 -3.69597 0.64258 0.00
H 4.01605 -1.86000 1.26409 0.00
H -2.84259 -4.45030 -1.98672 0.00
H -3.75891 -4.04362 -4.23685 0.00
H -4.07347 -1.72754 -5.04693 0.00
H -3.47188 0.18374 -3.58899 0.00
H -2.52710 -0.21927 -1.35333 0.00
C -0.31176 4.56018 -3.38146 0.00
C -1.07097 3.29117 -3.73112 0.00
N -0.35357 2.07844 -3.33149 0.00
C 0.48482 1.47191 -4.36605 0.00
C -0.26482 0.45635 -5.21016 0.00
C -0.42859 1.60074 -2.06845 0.00
S 0.36097 0.11704 -1.72448 0.00
N -1.19702 2.39352 -1.26940 0.00
C -1.22160 2.27199 0.04958 0.00
O -0.55216 1.44634 0.71739 0.00
C -2.05075 3.26324 0.80254 0.00
C -2.10122 3.20515 2.18952 0.00
C -2.84681 4.14147 2.89321 0.00
C -3.54026 5.13459 2.21449 0.00
C -3.49121 5.19531 0.82532 0.00
C -2.74636 4.26114 0.12231 0.00
H -0.85651 5.44318 -3.72539 0.00
H 0.67650 4.56907 -3.84815 0.00
H -0.18606 4.63072 -2.30034 0.00
H -1.21813 3.21747 -4.81066 0.00
H -2.05056 3.29391 -3.26198 0.00
H 1.33858 1.00088 -3.88825 0.00
H 0.86260 2.29146 -4.98170 0.00
H -0.57040 -0.38598 -4.58863 0.00
H 0.37287 0.08100 -6.01450 0.00
H -1.15773 0.89621 -5.66331 0.00
H -1.57041 2.41734 2.70522 0.00
H -2.89121 4.08689 3.97397 0.00
H -4.12308 5.86282 2.76639 0.00
H -4.03065 5.96983 0.29343 0.00
H -2.69051 4.29153 -0.95769 0.00
C 1.34022 -2.42880 4.82375 0.00
C 1.59138 -1.27716 5.60901 0.00
C 1.90073 -0.09108 5.02808 0.00
C 1.97666 0.01259 3.59370 0.00
N 1.74893 -1.11217 2.85265 0.00
C 1.42911 -2.26758 3.47819 0.00
C 2.24516 1.23884 2.96407 -0.01
C 2.50254 2.44691 3.69308 0.00
C 2.47026 3.67714 3.14900 0.00
C 2.11545 3.77566 1.74210 0.00
C 1.97579 2.68824 0.99462 0.00
N 2.20358 1.37332 1.51215 -0.01
H 1.08221 -3.38599 5.25338 0.00
H 1.51651 -1.33036 6.68978 0.00
H 2.04564 0.78199 5.64501 0.00
H 1.26310 -3.11297 2.81517 0.00
H 2.74058 2.35590 4.74413 0.00
H 2.68529 4.55947 3.73431 0.00
H 1.94424 4.73675 1.27253 0.00
H 1.72656 2.70131 -0.05732 0.00
O -3.02142 0.31470 3.03175 0.00
C -2.17102 -0.35363 3.58395 0.00
O -0.91332 -0.45766 3.23356 -0.01
H -2.43550 -0.93935 4.47526 0.00
I 5.32273 0.96039 0.80538 0.00
C 2.90636 0.56104 0.68509 0.01
H 2.93878 -0.46978 0.97118 -0.01
H 2.76660 0.76706 -0.36515 0.00

---

(9)
24
Properties=species:S:1:pos:R:3:mulliken_charge:R:1 method="wB97M-V/def2-TZVPD" e_homo_ev=-11.44 charge=+1 gap_ev=8.22 relative_energy_kcal_mol=38.4 smiles="[H]/N=N/[C@H](/[NH+]=C/N)c1ccc(C)[nH]1" total_energy_ev=-14895.3206
H 2.24579 -3.08834 -0.38204 0.29
N 1.48079 -2.41467 -0.74500 -0.54
N 1.98037 -1.28508 -0.78068 0.04
C 1.03023 -0.25518 -1.04969 0.13
N 1.79282 1.11539 -0.60849 -0.23
C 2.60602 1.32280 0.39867 0.16
N 3.11720 2.44524 0.75703 -0.26
C -0.22989 -0.26307 -0.19248 0.02
C -0.56921 0.39809 0.98062 -0.19
C -1.97988 0.12622 1.26185 -1.05
C -2.37262 -0.58936 0.17155 0.54
C -3.68473 -1.14315 -0.12983 -1.12
N -1.36373 -0.76935 -0.70087 -0.04
H 0.80836 -0.09325 -2.04240 0.37
H 1.57135 1.99110 -1.16016 0.24
H 2.70352 0.51641 1.11772 0.36
H 3.62442 2.53828 1.54544 0.23
H 3.24265 3.19909 0.15175 0.20
H 0.02960 1.08182 1.55719 0.39
H -2.43080 0.18771 2.24076 0.37
H -4.40412 -0.42951 0.06646 0.39
H -3.79711 -1.28470 -1.28349 0.27
H -4.01729 -2.05549 0.36630 0.25
H -1.38373 -1.25099 -1.54019 0.18